Computed, not measured: a 16-piece molecular cluster, C42H98FINO24P overall in a non-equilibrium geometry, with ωB97M-V/def2-TZVPD.

```
168
Properties=species:S:1:pos:R:3:forces:R:3
C -0.674 -0.394 5.434 -0.7 -0.6 -0.4
C -0.567 -2.048 5.536 0.0 1.0 1.7
O -0.390 -2.675 4.207 -2.0 -2.4 0.0
P -1.105 -4.296 4.205 1.4 -0.5 6.2
O -0.554 -5.005 5.542 -2.1 2.2 -5.4
C -0.647 -5.282 2.607 0.1 -0.2 -1.1
C 0.865 -4.875 2.069 -0.3 0.3 0.0
C 0.868 -3.472 1.216 1.8 2.7 1.4
C 1.748 -2.315 1.651 -3.0 -2.6 -0.7
O 2.631 -2.436 2.859 -1.1 -0.6 -4.6
C 3.917 -2.967 2.295 0.9 0.2 -0.5
C 4.726 -3.907 3.368 0.4 -0.5 -1.1
C 4.295 -5.516 3.270 0.6 0.1 0.2
O 4.631 -3.380 4.746 2.5 -0.4 -1.1
C 1.685 -0.898 0.764 4.2 1.3 -0.1
O 2.829 -0.235 0.582 -7.0 -3.4 1.0
C 0.212 -0.501 0.164 -3.5 0.4 -1.6
C -0.407 1.008 -0.003 -1.2 -2.9 -1.4
C 0.478 2.290 0.508 -0.4 -0.3 2.0
O 0.519 3.431 -0.420 -1.1 2.3 2.5
C 0.258 4.710 0.313 -4.4 4.0 -1.9
C 1.090 5.222 1.631 -0.3 -0.4 0.8
O -0.738 5.533 -0.119 6.5 -5.8 2.3
C -1.929 1.200 -0.668 0.7 -3.1 0.5
C -2.584 2.707 -0.881 0.2 0.0 0.8
N -2.226 3.356 -2.200 0.7 -1.4 0.1
C -1.832 2.354 -3.264 0.4 -0.1 -1.8
C -2.868 -0.097 -1.150 2.7 -0.5 1.1
C -4.404 0.145 -1.766 0.6 0.5 0.4
C -4.793 -0.896 -2.971 0.3 -2.4 2.2
C -5.864 -2.020 -2.350 -0.5 -0.4 -0.3
I -5.713 0.030 -4.733 0.7 -0.2 0.9
C -2.252 -1.608 -0.960 2.5 2.2 1.2
F -2.975 -2.882 -1.299 2.1 4.2 0.9
C -0.749 -1.776 -0.324 -1.0 1.2 -0.2
C -0.144 -3.321 -0.108 -0.2 -2.6 -2.3
O -0.397 -4.348 -0.922 1.3 6.2 5.1
O -2.831 -4.099 4.423 3.0 0.5 -2.7
C -3.432 -3.378 3.279 -1.1 1.3 -0.7
C -3.464 -1.746 3.487 -0.2 0.2 -0.6
H 0.007 0.127 6.234 -1.2 -1.1 -1.7
H -1.795 -0.102 5.655 2.3 -0.4 -0.5
H -0.412 -0.059 4.335 -0.4 -0.5 2.3
H 0.367 -2.298 6.207 -2.0 0.2 -1.4
H -1.570 -2.424 6.041 2.3 0.6 -1.0
H -1.449 -5.159 1.753 1.6 -0.1 1.7
H -0.622 -6.439 2.891 -0.2 2.7 -0.2
H 1.546 -4.820 3.043 -1.3 0.2 -2.4
H 1.239 -5.729 1.361 -0.7 1.6 1.4
H 4.516 -2.003 1.945 -0.9 -2.2 0.9
H 3.684 -3.626 1.333 0.6 1.3 2.1
H 5.869 -3.879 3.045 -2.5 0.1 0.4
H 5.275 -6.120 3.548 -2.2 1.1 -0.4
H 3.433 -5.801 4.014 1.7 0.7 -1.4
H 4.001 -5.841 2.173 0.6 0.9 2.2
H 5.605 -3.266 5.031 -2.5 -0.2 -0.6
H 1.583 2.047 0.808 -2.2 -0.2 -0.8
H -0.050 2.679 1.506 1.0 -1.1 -2.0
H 2.178 4.803 1.728 -2.1 0.7 -0.5
H 0.504 4.836 2.597 1.1 0.7 -2.2
H 1.075 6.412 1.730 -0.2 -2.7 -0.8
H -3.774 2.700 -0.779 2.7 -0.4 -0.2
H -2.197 3.371 0.005 -0.7 -1.2 -1.7
H -1.419 4.013 -2.128 -0.9 -0.9 0.5
H -1.776 2.946 -4.298 -0.1 -1.2 2.2
H -0.749 1.888 -3.111 -2.4 0.8 -0.2
H -2.632 1.498 -3.446 1.7 1.9 0.6
H -5.117 0.067 -0.811 1.4 -0.1 -2.3
H -4.560 1.231 -2.185 0.8 -2.1 1.0
H -3.848 -1.540 -3.307 -2.1 1.9 0.5
H -6.836 -2.039 -3.024 2.1 -0.2 1.4
H -5.381 -3.106 -2.290 -1.0 2.5 -0.4
H -6.214 -1.763 -1.262 0.8 -0.3 -2.1
H -4.544 -3.768 3.159 2.4 0.7 0.4
H -2.888 -3.579 2.258 -0.9 0.2 2.0
H -4.359 -1.343 2.821 1.8 -0.8 1.5
H -3.648 -1.428 4.606 0.3 -0.8 -2.3
H -2.481 -1.205 3.091 -2.0 -1.4 1.0
C -7.439 -0.941 2.950 0.0 0.1 0.3
O -6.659 -0.043 3.718 0.0 0.0 0.2
H -6.933 -1.128 1.999 0.0 0.1 0.1
H -7.550 -1.884 3.492 -0.1 -0.1 -0.2
H -8.420 -0.501 2.758 -0.1 -0.2 -0.2
H -7.132 0.103 4.554 0.4 0.2 -0.4
C 0.207 -2.584 -4.159 0.5 -0.1 0.3
O -1.179 -2.326 -4.292 -0.8 -0.1 0.3
H 0.730 -2.162 -5.020 -0.2 -0.1 0.2
H 0.579 -2.116 -3.244 0.1 -0.1 0.0
H 0.376 -3.663 -4.125 0.2 0.1 0.0
H -1.617 -2.712 -3.514 0.2 0.2 -0.3
C 6.825 0.595 1.287 0.0 0.4 0.2
O 6.575 -0.657 0.676 -0.5 -0.5 -0.5
H 7.659 0.489 1.986 -0.1 0.0 -0.2
H 7.086 1.330 0.521 0.0 0.1 0.2
H 5.935 0.920 1.831 0.1 0.1 0.0
H 5.832 -0.532 0.062 0.3 -0.1 0.3
C -4.438 6.172 -1.433 0.2 0.0 0.0
O -3.461 6.785 -0.613 0.4 0.0 0.2
H -5.356 6.763 -1.395 0.2 0.0 0.1
H -4.076 6.131 -2.464 -0.2 -0.2 -0.1
H -4.641 5.162 -1.067 -0.2 -0.1 -0.2
H -2.658 6.239 -0.667 -0.2 0.3 0.1
C -6.682 3.284 5.807 0.0 0.1 -0.1
O -7.444 2.318 5.108 -0.3 0.0 -0.4
H -6.655 3.017 6.866 -0.1 0.0 -0.2
H -5.663 3.302 5.412 0.1 0.2 0.2
H -7.146 4.267 5.694 0.2 0.1 0.2
H -7.450 2.582 4.172 0.0 -0.3 0.5
C 10.396 0.042 3.962 0.2 -0.1 -0.1
O 9.860 0.789 2.885 0.1 0.1 -0.5
H 9.722 0.119 4.818 0.1 0.1 -0.2
H 10.490 -1.006 3.668 0.1 -0.1 0.2
H 11.375 0.445 4.234 0.0 -0.2 0.2
H 10.479 0.702 2.141 -0.4 0.1 0.4
C 7.469 -2.436 -2.221 0.1 0.2 0.3
O 8.249 -1.538 -1.453 0.1 0.0 0.0
H 7.974 -2.623 -3.171 -0.1 0.1 0.1
H 7.358 -3.379 -1.679 -0.2 -0.2 -0.2
H 6.487 -1.996 -2.413 -0.2 -0.2 -0.2
H 7.776 -1.392 -0.616 0.2 0.2 -0.1
C 2.160 3.311 -3.609 0.0 0.1 -0.1
O 1.398 2.345 -4.309 -0.3 0.0 -0.3
H 2.187 3.043 -2.550 -0.1 0.0 -0.2
H 3.179 3.329 -4.004 0.1 0.2 0.1
H 1.697 4.294 -3.723 0.2 0.1 0.2
H 1.392 2.608 -5.245 0.0 -0.2 0.4
C 3.367 -3.728 8.422 0.0 0.0 -0.3
O 2.830 -2.982 7.346 0.2 0.2 -0.3
H 2.693 -3.651 9.279 0.1 0.0 -0.2
H 3.461 -4.777 8.128 0.1 -0.1 0.2
H 4.345 -3.326 8.694 0.1 -0.2 0.2
H 3.449 -3.069 6.601 -0.4 0.0 0.1
C 0.442 9.892 1.820 -0.2 0.2 0.0
O 0.192 8.639 1.209 -0.3 -0.3 -0.4
H 1.275 9.786 2.519 -0.1 -0.1 -0.2
H 0.703 10.626 1.054 0.1 0.2 0.2
H -0.448 10.217 2.364 0.1 0.2 0.0
H -0.552 8.764 0.595 0.4 -0.3 0.3
C 3.714 1.174 -5.880 0.3 -0.3 0.1
O 3.178 1.921 -6.957 0.0 0.3 -0.5
H 3.041 1.251 -5.024 0.2 -0.1 -0.3
H 3.809 0.126 -6.174 0.1 -0.1 0.2
H 4.693 1.576 -5.608 0.1 -0.2 0.2
H 3.797 1.834 -7.702 -0.5 0.1 0.4
C -1.381 -3.200 -7.769 0.0 0.3 0.3
O -0.601 -2.302 -7.002 0.1 0.1 -0.1
H -0.876 -3.386 -8.720 0.0 0.0 0.1
H -1.492 -4.142 -7.227 -0.1 -0.2 -0.2
H -2.363 -2.760 -7.961 -0.1 -0.2 -0.2
H -1.074 -2.155 -6.165 0.1 0.0 -0.3
C -3.686 10.098 1.662 -0.2 -0.1 0.1
O -2.906 10.996 2.429 0.0 0.3 0.6
H -3.181 9.912 0.711 -0.1 0.1 0.2
H -3.797 9.156 2.203 -0.1 -0.1 -0.3
H -4.667 10.538 1.470 -0.1 -0.2 -0.2
H -3.379 11.142 3.266 0.4 0.0 -0.5
C -4.209 -5.375 -5.967 0.2 0.0 0.1
O -4.278 -4.119 -5.319 0.3 0.4 0.3
H -5.190 -5.614 -6.385 0.1 0.1 0.1
H -3.473 -5.331 -6.774 -0.1 -0.3 -0.1
H -3.927 -6.145 -5.244 0.0 -0.2 -0.2
H -3.394 -3.934 -4.959 -0.5 0.0 -0.2
C 1.793 -3.444 -10.770 -0.1 0.1 0.2
O 2.572 -2.546 -10.003 0.0 0.2 0.5
H 2.298 -3.630 -11.721 0.0 0.1 0.2
H 1.682 -4.387 -10.228 -0.1 -0.1 -0.2
H 0.811 -3.004 -10.962 -0.1 -0.2 -0.2
H 2.099 -2.400 -9.166 0.3 0.0 -0.4
```
Forces are in eV/Å.

Properties
* LUMO: -0.081 hartree
* energy: -115852.3609 eV
* HOMO-LUMO gap: 6.81 eV
* HOMO energy: -9.02 eV

Computed, not measured: a 14-piece molecular cluster, C42H98N14O14 overall in a non-equilibrium geometry, with ωB97M-V/def2-TZVPD.

```
168
Properties=species:S:1:pos:R:3:forces:R:3
C 4.386 -1.596 6.395 -1.2 -1.0 0.8
C 3.953 -0.711 5.231 0.3 -0.4 0.8
O 3.998 -1.167 4.090 0.0 0.0 -0.1
N 3.604 0.560 5.459 -0.7 0.3 -1.9
C 3.268 1.208 6.686 1.5 0.1 1.5
H 3.683 -2.489 6.458 0.9 1.0 -0.3
H 4.421 -1.203 7.426 -0.2 0.3 -0.7
H 5.388 -1.951 6.202 0.2 -0.3 -0.4
H 3.454 1.058 4.566 -0.3 -0.1 0.9
H 3.621 2.244 6.626 -0.5 -0.1 0.1
H 3.909 0.712 7.434 -0.3 0.5 0.1
H 2.256 1.159 7.108 -0.1 0.0 -0.9
C -0.679 2.946 -3.975 -0.9 -2.7 1.2
C 0.434 2.575 -4.934 -0.9 0.0 -0.6
O 0.215 2.490 -6.145 -0.2 -0.1 -0.2
N 1.651 2.369 -4.456 0.0 0.0 0.5
C 1.997 2.397 -3.070 1.3 0.9 0.0
H -0.617 3.944 -3.663 0.4 1.4 0.6
H -0.836 2.269 -3.029 0.9 1.2 -1.6
H -1.627 2.850 -4.488 -0.1 0.0 -0.5
H 2.363 2.125 -5.116 0.3 -0.1 -0.2
H 1.663 3.299 -2.574 -0.2 0.3 0.0
H 3.084 2.359 -3.025 0.0 0.1 0.1
H 1.652 1.571 -2.514 -0.7 -1.2 0.6
C 0.512 4.999 6.448 0.5 1.0 -0.6
C 1.699 5.490 7.248 -1.7 0.9 -1.6
O 2.230 4.790 8.049 1.5 -1.2 1.6
N 2.116 6.774 6.981 -0.4 -0.2 -0.7
C 1.565 7.667 5.947 1.5 -0.2 -0.2
H 0.161 4.056 6.796 0.0 -0.7 0.3
H 0.844 4.931 5.405 -0.2 -0.2 0.1
H -0.299 5.714 6.480 -0.3 0.2 0.0
H 3.069 6.911 7.213 0.7 0.2 0.4
H 2.302 8.491 5.798 -0.6 -0.5 0.2
H 0.651 8.084 6.315 -0.7 0.3 -0.1
H 1.449 7.186 4.956 -0.2 0.1 0.6
C -5.690 -2.394 -4.705 -2.6 0.7 0.8
C -5.551 -1.353 -3.553 1.8 -0.2 -0.3
O -6.066 -1.479 -2.463 -0.9 -0.2 0.5
N -4.671 -0.322 -3.807 -0.6 -0.8 0.1
C -4.414 0.810 -2.926 -1.2 1.4 0.3
H -6.014 -1.808 -5.574 -0.3 -0.3 0.0
H -6.461 -3.213 -4.454 1.2 1.5 -0.2
H -4.801 -2.844 -5.037 1.5 -0.5 0.0
H -4.216 -0.420 -4.698 0.3 0.6 -0.4
H -3.482 0.829 -2.337 -0.2 -0.5 -0.4
H -5.250 0.979 -2.201 0.6 -0.8 -0.5
H -4.476 1.777 -3.479 0.4 -0.8 -0.1
C 0.873 -3.515 2.810 0.5 -1.2 -0.5
C 1.563 -2.910 1.550 -1.7 0.3 0.0
O 1.023 -3.008 0.433 0.7 -0.1 0.6
N 2.683 -2.206 1.785 -0.5 -0.5 -0.3
C 3.378 -1.416 0.777 -0.7 -1.1 -0.9
H -0.220 -3.702 2.828 0.6 0.6 -0.9
H 1.071 -2.917 3.689 0.4 -0.1 0.3
H 1.276 -4.555 2.885 0.1 0.8 0.4
H 3.027 -2.141 2.739 0.0 0.2 -0.2
H 3.992 -2.015 0.080 -0.2 0.1 0.6
H 3.982 -0.772 1.342 1.0 1.1 0.5
H 2.699 -0.842 0.131 -0.1 -0.2 0.4
C -1.260 -1.016 -5.871 -1.9 -0.2 -0.3
C -2.270 -0.272 -6.725 -0.7 0.0 -1.3
O -3.531 -0.431 -6.733 2.9 0.0 0.7
N -1.660 0.567 -7.599 0.0 0.7 0.2
C -2.556 1.391 -8.422 0.7 -0.6 0.7
H -0.790 -1.838 -6.413 -0.4 -0.1 0.1
H -1.913 -1.326 -5.058 0.8 -0.5 0.6
H -0.479 -0.340 -5.622 0.6 0.6 0.7
H -0.708 1.004 -7.408 -1.8 -1.1 0.0
H -2.011 2.308 -8.444 0.0 0.9 -1.0
H -3.474 1.553 -7.870 -0.2 0.0 -0.1
H -2.766 0.890 -9.371 0.1 0.5 0.0
C 4.281 -0.905 -2.838 1.2 0.1 0.0
C 3.908 -0.249 -4.130 -1.1 -0.8 0.8
O 4.366 0.865 -4.338 0.1 0.5 -0.9
N 2.992 -0.896 -4.896 0.2 0.0 -0.4
C 2.776 -0.336 -6.267 -1.3 -1.7 1.6
H 3.755 -1.801 -2.543 -0.2 -0.1 -0.2
H 4.227 -0.111 -2.108 -0.2 0.1 0.5
H 5.363 -1.097 -2.922 -0.3 -0.3 0.1
H 2.762 -1.896 -4.651 0.4 1.3 -0.4
H 1.666 -0.175 -6.424 1.4 -0.1 -0.2
H 3.217 -1.079 -6.931 -0.3 0.4 -0.5
H 3.339 0.565 -6.228 0.2 0.8 -0.6
C -3.345 -3.295 -1.055 -0.7 -1.0 0.8
C -3.330 -2.197 -0.020 -1.6 0.8 -2.0
O -2.495 -2.147 0.840 1.6 -0.1 1.3
N -4.308 -1.266 -0.145 1.1 -0.6 1.0
C -4.367 -0.125 0.717 -0.2 1.7 -0.8
H -3.685 -4.172 -0.460 0.4 0.2 -0.5
H -2.350 -3.502 -1.444 0.0 0.1 0.1
H -4.085 -3.218 -1.842 0.0 0.5 -0.2
H -4.989 -1.395 -0.826 -1.4 -0.2 -1.5
H -4.391 -0.407 1.760 0.0 0.2 0.3
H -5.196 0.594 0.455 0.3 -1.3 0.3
H -3.507 0.505 0.472 0.4 -0.1 0.7
C -2.292 -1.892 3.813 0.9 0.9 0.0
C -2.262 -0.521 4.467 -0.2 1.4 -1.7
O -2.056 0.521 3.827 0.2 -1.1 0.4
N -2.408 -0.467 5.800 0.0 1.0 2.1
C -2.211 0.796 6.561 1.1 -0.6 -0.2
H -2.505 -1.819 2.712 0.0 -0.1 1.3
H -2.940 -2.536 4.407 0.0 -0.3 -0.3
H -1.226 -2.204 3.926 -0.8 -0.2 -0.1
H -2.953 -1.138 6.292 0.0 -0.8 -0.1
H -1.491 1.379 5.962 -0.3 -0.1 0.6
H -1.871 0.643 7.622 0.1 -0.4 -1.2
H -3.099 1.366 6.690 -1.0 0.5 -0.4
C -2.117 3.707 2.427 2.3 -0.3 -0.1
C -1.471 4.643 1.405 0.3 -1.1 -0.4
O -1.211 5.812 1.668 -0.2 -0.6 -0.5
N -1.263 4.025 0.173 0.1 0.7 0.9
C -0.926 4.852 -0.984 -0.1 1.0 1.0
H -2.076 2.656 2.159 0.2 -0.1 -0.1
H -3.110 3.970 2.440 -2.5 0.7 0.2
H -1.705 3.820 3.436 0.0 0.2 -0.3
H -1.320 2.981 0.093 0.1 1.4 0.0
H -1.212 5.905 -0.735 0.6 -0.8 -0.1
H -1.559 4.587 -1.787 -0.6 -0.5 -1.0
H 0.118 4.833 -1.353 -0.3 -0.1 0.5
C 4.847 3.879 3.327 1.1 0.1 0.0
C 3.412 3.546 2.930 0.2 -0.3 2.2
O 2.541 3.361 3.782 0.4 -0.1 -0.3
N 3.188 3.453 1.636 -1.1 0.6 -3.0
C 1.785 3.376 1.099 0.2 -1.3 2.4
H 5.182 3.247 4.221 -0.7 1.2 -1.1
H 4.848 5.007 3.549 0.4 -1.8 -0.1
H 5.584 3.621 2.488 -1.0 0.6 1.1
H 3.880 3.894 1.033 -0.3 -0.4 0.2
H 1.331 2.459 1.556 0.3 0.9 -0.2
H 1.737 3.188 0.053 0.4 0.3 -0.9
H 1.175 4.218 1.436 0.2 0.1 -0.3
C 0.702 -4.581 -4.132 1.6 0.9 -0.8
C 1.971 -4.180 -3.341 -1.7 -0.7 -1.9
O 2.843 -3.525 -3.914 0.3 0.2 0.5
N 2.090 -4.743 -2.157 0.3 -0.2 1.3
C 3.334 -4.492 -1.432 -0.5 -1.7 1.1
H 0.486 -3.797 -4.886 0.0 -0.3 0.6
H -0.138 -4.788 -3.515 -0.7 -0.4 0.4
H 1.041 -5.453 -4.710 -0.4 0.0 0.2
H 1.272 -5.200 -1.721 0.6 0.5 -0.3
H 4.161 -4.742 -2.054 0.7 -0.4 -0.7
H 3.428 -5.140 -0.506 -0.4 1.0 -1.0
H 3.446 -3.456 -1.231 -0.1 0.8 0.6
C -2.701 -6.919 -0.675 0.8 1.0 1.7
C -1.518 -5.900 -0.509 -0.8 -0.5 -0.8
O -0.625 -5.768 -1.356 -0.6 -0.3 0.4
N -1.562 -5.132 0.588 0.8 0.1 0.6
C -2.339 -5.394 1.788 -0.7 0.3 -0.6
H -2.807 -7.234 -1.691 0.0 0.0 -0.5
H -3.652 -6.527 -0.226 0.9 -0.4 -0.7
H -2.391 -7.773 -0.054 -0.3 0.0 -0.2
H -0.790 -4.466 0.662 -0.2 0.0 -0.1
H -2.278 -4.555 2.461 0.1 0.5 0.0
H -1.922 -6.230 2.345 -0.5 -0.5 -0.1
H -3.424 -5.467 1.518 0.9 -0.4 0.5
C 0.129 0.135 1.111 -1.5 -0.6 1.6
C -0.324 0.391 -0.303 1.1 -1.5 1.4
O -0.812 1.446 -0.633 -1.0 1.1 -1.2
N -0.030 -0.634 -1.116 -0.7 0.7 -0.9
C -0.433 -0.710 -2.535 -0.5 -1.9 2.2
H -0.440 0.644 1.946 0.6 0.0 -1.3
H 1.175 0.295 1.167 1.0 0.6 0.2
H 0.010 -0.915 1.381 -0.2 -0.1 -0.3
H 0.409 -1.440 -0.713 0.0 -0.4 0.3
H -1.462 -0.403 -2.678 -0.2 0.3 0.1
H -0.403 -1.814 -2.696 0.2 0.9 -0.7
H 0.231 -0.124 -3.095 0.9 0.5 -1.3
```
Forces are in eV/Å.

Properties
* LUMO: 0.011 hartree
* energy: -94675.8273 eV
* HOMO-LUMO gap: 9.24 eV
* HOMO energy: -8.93 eV